1.
Formula: C17H27O13
Source: the OMol25 dataset
Level of theory: ωB97M-V/def2-TZVPD

Values from the calculation:
- Total charge: -1
- F_max: 0.1388 hartree/bohr
- Orbital gap: 4.31 eV
- Energy relative to the best compared isomer or geometry (same formula, charge and spin): 463.3 kJ/mol
- HOMO energy: -2.52 eV

```
57
Properties=species:S:1:pos:R:3:nbo_charge:R:1
C -0.54326 2.48927 0.17223 -0.246
O -1.71440 2.80159 0.89322 -0.991
H 0.30671 2.15313 0.76608 0.069
H -0.90575 1.61276 -0.36482 0.104
H -0.00210 3.15634 -0.49880 0.079
C 1.90623 6.32814 3.70315 -0.614
C 1.18252 5.56224 4.59267 0.049
C 1.89235 4.22129 4.95860 -0.093
O 2.30967 4.43441 6.28724 -0.476
C 1.97334 5.58281 6.73192 0.976
O 2.20584 6.07011 7.78410 -0.597
O 1.19824 6.18885 5.81082 -0.501
H 1.96595 5.78974 2.75728 0.226
H 2.91422 6.51273 4.07460 0.202
H 1.30559 7.22964 3.58218 0.224
H 0.19784 5.36897 4.16704 0.208
H 2.73919 4.00585 4.30703 0.183
H 1.28749 3.31935 4.86505 0.207
C -3.17000 -3.63680 -1.47651 -0.622
C -4.29200 -3.09542 -2.21777 0.057
C -4.22925 -3.16118 -3.62892 -0.105
O -5.37539 -3.80691 -4.11949 -0.470
C -5.96529 -4.37561 -3.09812 0.965
O -6.64946 -5.38653 -3.27359 -0.610
O -5.40136 -3.95154 -1.99759 -0.486
H -2.40672 -2.86291 -1.55772 0.226
H -2.71393 -4.53196 -1.89934 0.217
H -3.52299 -3.69914 -0.44713 0.237
H -4.62519 -2.10164 -1.91861 0.197
H -3.36670 -3.72651 -3.98177 0.185
H -4.17608 -2.11043 -3.91387 0.206
C 1.21388 -5.33258 2.32798 -0.675
C 2.04331 -4.05499 2.28344 0.066
C 1.24647 -2.72548 2.69214 -0.094
O 1.48006 -2.75229 4.14506 -0.465
C 2.53138 -3.32401 4.42435 0.969
O 3.06623 -3.31804 5.50054 -0.597
O 3.07653 -3.89667 3.27918 -0.520
H 1.24882 -5.96968 3.21171 0.240
H 1.32637 -6.07492 1.53780 0.229
H 0.16307 -5.06092 2.42845 0.220
H 2.52663 -4.00690 1.30763 0.205
H 0.22419 -2.99113 2.42294 0.196
H 1.48659 -1.74565 2.27936 0.222
C 1.56688 2.56132 -4.90085 -0.647
C 1.62685 1.28015 -5.63392 0.068
C 1.27598 0.06504 -4.66860 -0.102
O 0.11496 -0.42735 -5.21399 -0.481
C -0.34426 0.30002 -6.19182 0.973
O -1.30543 -0.10524 -6.84182 -0.607
O 0.43036 1.34596 -6.39415 -0.486
H 2.18345 2.51691 -4.00309 0.221
H 0.58034 3.02246 -4.85405 0.252
H 2.21600 3.21291 -5.48580 0.213
H 2.54881 1.21413 -6.21162 0.190
H 1.13792 0.62274 -3.74231 0.206
H 2.00933 -0.73642 -4.75768 0.195
```


2.
Formula: C17H28Br2NO
Source: the OMol25 dataset
Level of theory: ωB97M-V/def2-TZVPD

Values from the calculation:
- Total charge: 0
- F_max: 0.0482 hartree/bohr
- Spin multiplicity: 2
- Orbital gap (alpha / beta): 8.87 / 9.74 eV
- HOMO energy (alpha / beta): -8.48 / -9.47 eV

```
49
Properties=species:S:1:pos:R:3:nbo_charge:R:1
C -1.18151 3.18724 -3.13075 -0.256
C -1.80184 2.47248 -2.38578 0.000
C -2.37179 1.47951 -1.44603 -0.491
C -1.87958 0.06704 -1.84677 -0.392
C -1.55788 -0.92591 -0.70790 -0.415
C -0.51607 -0.44131 0.37298 -0.056
C -1.10071 -0.25627 1.80675 -0.209
Br -1.97962 -1.93525 2.42686 -0.011
C -2.10320 0.85238 2.16840 -0.253
C -3.52039 0.80130 1.54832 -0.654
Br -1.36185 2.68852 2.13599 -0.009
C 0.41954 -1.73160 0.54942 -0.411
C 1.69002 -1.73863 -0.31435 0.091
C 1.44046 -1.88323 -1.84243 -0.627
C 2.44206 -3.05379 0.06459 -0.592
N 2.61187 -0.62375 0.02663 0.003
O 3.52036 -0.92709 0.88128 -0.373
C 1.90038 0.61776 0.42077 0.134
C 2.62417 1.76721 -0.35398 -0.605
C 2.03131 0.99266 1.90640 -0.645
C 0.44317 0.66723 -0.13388 -0.464
H -0.42123 3.74774 -3.61835 0.235
H -1.95975 1.73735 -0.46914 0.233
H -3.46077 1.53877 -1.46663 0.236
H -2.65919 -0.39184 -2.47098 0.216
H -1.01797 0.16171 -2.51486 0.209
H -1.15811 -1.81108 -1.20831 0.216
H -2.49754 -1.25563 -0.25652 0.220
H -0.26027 -0.16451 2.49673 0.233
H -2.27740 0.72046 3.23780 0.232
H -3.68465 1.68457 0.93005 0.229
H -3.75567 -0.12902 1.03405 0.229
H -4.25940 0.89813 2.35193 0.227
H 0.75799 -1.78628 1.59396 0.215
H -0.12438 -2.65910 0.36301 0.232
H 2.37739 -1.74617 -2.38831 0.229
H 0.62078 -1.26710 -2.21344 0.205
H 1.14200 -2.92262 -2.02049 0.215
H 2.44940 -3.22049 1.14307 0.219
H 1.85742 -3.88639 -0.35122 0.194
H 3.43209 -3.11169 -0.38739 0.229
H 3.70674 1.71796 -0.22376 0.226
H 2.24016 2.71435 0.04766 0.205
H 2.34926 1.75089 -1.41473 0.204
H 2.03639 0.13327 2.58535 0.220
H 2.93419 1.58450 2.07293 0.227
H 1.19112 1.62716 2.20648 0.218
H 0.59325 0.56527 -1.21287 0.232
H 0.09925 1.69331 0.00747 0.250
```


3.
Formula: C17H28BrN3O5P
Source: the OMol25 dataset
Level of theory: ωB97M-V/def2-TZVPD

Values from the calculation:
- SMILES: CCC(=O)OCCc1c(COC)c([C@@H](Br)CC)n[n+](COC(C)=O)c1[PH2]=N
- Total charge: +1
- F_max: 0.1041 hartree/bohr
- Orbital gap: 6.85 eV
- Energy relative to the best compared isomer or geometry (same formula, charge and spin): 0.0 kJ/mol
- HOMO energy: -12.06 eV

```
55
Properties=species:S:1:pos:R:3:nbo_charge:R:1
C -5.68138 -0.52344 -0.05626 -0.623
C -5.31430 1.04268 -0.03012 -0.531
C -4.67442 1.41782 -1.44457 0.775
O -5.47244 1.63883 -2.39775 -0.534
O -3.28494 1.47946 -1.75383 -0.524
C -2.45860 1.64570 -0.57360 -0.085
C -0.97495 1.99148 -1.08094 -0.503
C 0.14347 0.94037 -0.62043 0.069
C 1.36066 1.32747 0.32092 0.104
C 1.53809 2.79075 0.91171 -0.147
O 0.29455 3.27133 1.52090 -0.560
C 0.59781 4.24982 2.55132 -0.280
C 2.26092 0.08910 0.57472 0.182
C 3.51661 0.36094 1.56775 -0.275
Br 4.79722 1.70865 0.78158 0.031
C 3.05062 0.74375 3.06890 -0.443
C 3.58836 -0.38104 4.12137 -0.627
N 2.20014 -1.22773 0.10620 -0.144
N 1.17358 -1.54001 -0.68133 -0.128
C 1.14176 -2.97977 -1.17000 0.072
O 2.46722 -3.58570 -1.09246 -0.516
C 2.67670 -4.21587 -2.39242 0.770
C 1.95355 -5.57531 -2.82312 -0.741
O 3.44767 -3.62532 -3.18708 -0.493
C 0.20205 -0.55594 -1.01229 -0.051
P -1.26639 -1.13894 -2.11131 1.232
N -1.09991 -0.38202 -3.51401 -1.227
H -4.88593 -1.14020 0.48527 0.203
H -5.73687 -0.91233 -1.14374 0.233
H -6.71787 -0.67868 0.40369 0.243
H -6.31963 1.60985 0.02353 0.267
H -4.71720 1.38239 0.87938 0.222
H -2.46971 0.72288 0.12176 0.183
H -2.84058 2.53501 0.05702 0.219
H -0.70546 3.05703 -0.73135 0.277
H -0.97873 2.02470 -2.22847 0.294
H 2.38478 2.91801 1.66150 0.243
H 1.78306 3.48590 0.01827 0.232
H -0.26710 5.01528 2.59935 0.220
H 1.53664 4.86200 2.30890 0.189
H 0.72735 3.78974 3.59835 0.196
H 4.15821 -0.59314 1.67908 0.271
H 1.90737 0.65482 3.09690 0.214
H 3.41491 1.79143 3.39175 0.243
H 4.60647 -0.09060 4.57719 0.235
H 2.79529 -0.57517 4.93961 0.233
H 3.75627 -1.40121 3.61818 0.213
H 0.48437 -3.54770 -0.42505 0.225
H 0.80695 -3.06254 -2.25622 0.232
H 1.70541 -6.26991 -1.95399 0.252
H 0.93886 -5.25846 -3.28560 0.242
H 2.51335 -6.10302 -3.68106 0.285
H -2.54168 -0.86866 -1.46685 -0.011
H -1.25170 -2.54336 -2.37047 -0.030
H -0.27050 0.22886 -3.50078 0.373
```


4.
Formula: C17H28BrNO6Zr
Source: the OMol25 dataset
Level of theory: ωB97M-V/def2-TZVPD

Values from the calculation:
- Total charge: +4
- F_max: 0.0280 hartree/bohr
- Orbital gap: 8.37 eV
- Energy relative to the best compared isomer or geometry (same formula, charge and spin): 21.8 kJ/mol
- HOMO energy: -22.43 eV

```
54
Properties=species:S:1:pos:R:3:nbo_charge:R:1
Zr 0.05671 -0.25126 -0.08768 2.407
C 0.48641 -3.21116 0.69812 -0.099
C 0.23101 -2.55996 2.04822 -0.097
O -0.45959 -1.30366 1.79772 -0.630
C -0.55139 -0.48546 2.98452 -0.096
C 0.66211 0.46434 3.02432 -0.101
O 1.06981 0.66194 1.64322 -0.646
C 2.43781 1.11534 1.48272 -0.105
C 2.98921 0.33804 0.28842 -0.102
O 2.02391 0.40804 -0.78288 -0.635
C 2.10161 1.61034 -1.59788 -0.110
C 0.78711 2.38684 -1.46498 -0.101
O -0.32129 1.46414 -1.45568 -0.619
C -0.88929 1.12524 -2.74378 -0.099
C -0.22359 -0.13946 -3.29948 -0.100
O 0.08111 -0.95186 -2.14728 -0.656
C 0.47091 -2.31136 -2.45008 -0.098
C 1.54041 -2.63776 -1.41018 -0.096
O 1.08271 -2.16906 -0.11658 -0.644
H -0.43439 -3.59686 0.23752 0.231
H 1.19611 -4.03986 0.82162 0.277
H 1.19051 -2.36896 2.54982 0.227
H -0.38779 -3.21226 2.67912 0.278
H -0.57779 -1.10926 3.88512 0.272
H -1.49809 0.06554 2.94502 0.240
H 1.49141 0.02454 3.59292 0.242
H 0.40511 1.42814 3.48402 0.260
H 3.04471 0.90514 2.37132 0.271
H 2.43541 2.19984 1.31232 0.237
H 3.09941 -0.72836 0.53942 0.239
H 3.97231 0.71044 -0.03048 0.280
H 2.27921 1.29274 -2.63178 0.244
H 2.94361 2.24354 -1.29608 0.267
H 0.69791 3.12164 -2.27548 0.278
H 0.73141 2.92504 -0.50698 0.230
H -0.79959 1.95564 -3.45548 0.272
H -1.95939 0.95054 -2.56578 0.241
H 0.70021 0.08084 -3.84748 0.232
H -0.91299 -0.66006 -3.97588 0.267
H 0.89621 -2.39406 -3.45748 0.275
H -0.40859 -2.96896 -2.38608 0.235
H 2.47011 -2.09576 -1.63838 0.244
H 1.77081 -3.70676 -1.39278 0.275
Br -2.46389 -1.51596 -0.52958 0.295
C -2.89759 0.19624 0.26682 0.175
C -4.19719 0.62284 0.42612 -0.230
C -4.38299 1.89244 0.97842 -0.036
C -3.26669 2.64534 1.32792 -0.197
C -2.00079 2.11044 1.13792 0.071
N -1.79249 0.88264 0.60922 -0.687
H -5.03419 0.00634 0.12612 0.298
H -5.38449 2.27574 1.12932 0.296
H -3.38769 3.63364 1.75112 0.295
H -1.11329 2.67464 1.40772 0.232
```